Below is 2 unconnected molecules or ions with the total composition C30H32N3S in a non-equilibrium geometry, with properties calculated with ωB97M-V/def2-TZVPD.

Electronic energy (hartree): -1724.4746
Kohn-Sham gap (eV): 3.90
Total charge: +1
LUMO level (eV): -6.003
Highest occupied orbital energy (eV): -9.90

Cartesian coordinates (Å):
C 2.2164 1.1537 1.4948
C 0.8878 0.9458 2.1995
C 1.0588 0.7596 3.7088
N 0.0714 2.1798 2.0100
C -0.8551 1.9414 1.1596
S -2.0883 3.0981 0.7670
C -2.2734 3.6237 2.5652
C -3.3028 4.6810 2.7246
N -4.1192 5.5012 2.8522
C -0.8838 0.5087 0.6190
C -2.2708 -0.0786 0.8223
C -0.4337 0.5114 -0.8475
N 0.1019 -0.1129 1.5106
C 0.1464 -1.4553 1.8091
C 1.3085 -2.1925 1.9307
C 1.4030 -3.6244 1.6118
C 2.2883 -4.1114 0.6090
C 2.3796 -5.4691 0.3401
C 1.6385 -6.3997 1.0824
C 0.7131 -5.9248 2.0187
C 0.5655 -4.5514 2.2458
H 2.7651 1.9481 2.0154
H 2.7995 0.2234 1.4695
H 1.9966 1.4826 0.4689
H 1.4996 1.6760 4.1258
H 0.0847 0.6074 4.1919
H 1.7196 -0.0797 3.9576
H -2.5610 2.7300 3.1429
H -1.2876 3.9848 2.8846
H -2.9980 0.5453 0.2946
H -2.3400 -1.0971 0.4276
H -2.5311 -0.0894 1.8922
H -1.1754 1.0740 -1.4293
H 0.5266 1.0395 -0.9540
H -0.3620 -0.5039 -1.2697
H -0.8377 -1.9383 1.8810
H 2.2695 -1.6834 1.9392
H 2.8704 -3.4011 0.0206
H 3.0563 -5.8223 -0.4372
H 1.7732 -7.4731 0.9305
H 0.1308 -6.6398 2.5981
H -0.1540 -4.1574 2.9611
C 0.4912 -3.1408 5.9282
C -0.1602 -2.8461 7.1590
C -1.4700 -2.2517 7.1955
C -1.9928 -1.7490 8.3850
C -1.2137 -1.7689 9.5555
C -0.0034 -2.4874 9.5855
C 0.4455 -3.1027 8.4318
C 1.6817 -3.9561 5.8789
C 1.7555 -5.1311 5.0849
C 2.8471 -5.9911 5.1275
C 3.8952 -5.7186 6.0185
C 3.8690 -4.5664 6.8152
C 2.8318 -3.6480 6.6776
H 0.0717 -2.7561 5.0187
H -2.0515 -2.1850 6.2740
H -2.9925 -1.2997 8.4009
H -1.5344 -1.2496 10.4598
H 0.5822 -2.5626 10.5111
H 1.2952 -3.7756 8.5248
H 0.8980 -5.3944 4.4621
H 2.8665 -6.8756 4.4870
H 4.7308 -6.3982 6.0877
H 4.6573 -4.3721 7.5407
H 2.8721 -2.6996 7.2258